This record from the OMol25 dataset describes C13H10I2 as an isolated structure. The level of theory is the ωB97M-V functional and the def2-TZVPD basis.

Geometry as ORCA input:
```
! wB97M-V def2-TZVPD RIJCOSX def2/J DEFGRID3
* xyz 0 1
C 0.68308 3.41144 -1.27055
C 1.17341 -3.07306 1.57715
C 0.83313 2.69831 -0.07518
C 0.05671 2.78606 -2.27560
C 1.52886 -2.28869 0.48082
C -0.12970 -3.03992 2.01865
C 0.18887 1.50701 0.31331
C -0.65057 1.56601 -1.91956
C 0.75823 -1.31470 -0.05950
C -1.00267 -2.17706 1.34757
C -0.65729 0.93363 -0.64597
C -0.59261 -1.22670 0.42362
C -1.41813 -0.21538 -0.25140
I -2.87130 0.81085 1.62662
I -2.96816 -0.94487 -1.51203
H 1.21798 4.30069 -1.34183
H 1.90733 -3.83877 1.82694
H 1.57969 3.10689 0.54557
H -0.11630 3.12637 -3.28910
H 2.63027 -2.21912 0.14100
H -0.52909 -3.70983 2.74539
H 0.42965 1.04437 1.19322
H -1.27362 1.02691 -2.63565
H 1.10715 -0.52913 -0.77466
H -1.88492 -1.74130 1.81116
*
```

energy above the lowest of the compared OMol25 structures with the same formula, charge and spin = 68.33 kJ/mol
molar mass = 420.03 g mol⁻¹
energy = -29842.252 eV
F_max = 0.089 Eh/bohr
lowest unoccupied orbital energy (spin up / spin down) = -1.381 / -1.381 eV
HOMO-LUMO gap (spin up / spin down) = 7.3 / 7.3 eV



This record from the OMol25 dataset describes C13H10N2O4SYb as an isolated structure. The level of theory is the ωB97M-V functional and the def2-TZVPD basis.

Geometry as ORCA input:
```
! wB97M-V def2-TZVPD RIJCOSX def2/J DEFGRID3
* xyz 3 2
Yb -0.54784 -1.33585 -0.45671
C 1.23469 -2.06453 0.89583
O 2.08850 -2.50953 1.52501
C -1.20086 -2.88864 1.49544
O -1.24453 -3.40337 2.51988
C 0.38739 -3.46727 -1.12349
O 0.99636 -4.42645 -1.31945
C -1.47169 -0.35503 1.66517
O -1.75395 0.05165 2.69980
C -3.53213 -1.24768 -1.88036
H -3.67907 -0.18724 -1.65220
H -3.02708 -1.46510 -2.82998
C -3.80141 -2.21173 -0.99120
H -3.51144 -3.25608 -1.15821
H -4.11455 -1.98462 0.03213
N 0.17302 -0.29672 -2.49322
C 0.68846 0.71796 -1.60596
N 0.63665 0.50536 -0.31146
C 1.22461 1.53704 0.42778
C 1.37891 1.57336 1.81798
C 1.99265 2.69431 2.37828
C 2.43188 3.73631 1.55200
C 2.27367 3.68153 0.15855
C 1.67084 2.56762 -0.40882
S 1.36628 2.20907 -2.11543
H -0.25503 0.16030 -3.30304
H 0.93442 -0.86795 -2.89636
H 1.03041 0.71423 2.39934
H 2.12175 2.73711 3.45702
H 2.89822 4.60343 2.01378
H 2.61087 4.47852 -0.49212
*
```

energy above the lowest of the compared OMol25 structures with the same formula, charge and spin = 0.00 kJ/mol
molar mass = 463.34 g mol⁻¹
energy = -67147.665 eV
F_max = 0.123 Eh/bohr
lowest unoccupied orbital energy (spin up / spin down) = -12.875 / -13.092 eV
HOMO-LUMO gap (spin up / spin down) = 5.7 / 5.5 eV



This record from the OMol25 dataset describes C13H10N3O4STl as an isolated structure. The level of theory is the ωB97M-V functional and the def2-TZVPD basis.

Geometry as ORCA input:
```
! wB97M-V def2-TZVPD RIJCOSX def2/J DEFGRID3
* xyz 2 1
Tl -1.39610 0.22160 0.38250
O 2.33800 -0.82120 6.32430
S 1.92080 0.35550 5.65950
O 1.85230 1.60900 6.31220
N 0.61980 0.09640 4.67800
C 0.78800 0.13700 3.39600
O -0.00740 0.00240 2.46680
C 2.23330 0.41310 3.05630
C 2.78600 0.52020 1.79700
C 4.14110 0.79010 1.67570
C 4.93240 0.94980 2.80150
C 4.37260 0.84070 4.07950
C 3.04100 0.57490 4.17930
H 2.15540 0.38870 0.92720
H 4.58130 0.87580 0.69480
H 5.98570 1.15920 2.69460
H 5.00230 0.97090 4.94810
N -2.65130 -2.75550 -4.30810
C -1.89480 -1.99720 -5.09570
O -1.91490 -2.02170 -6.30190
C -0.93900 -1.00340 -4.42700
C -0.16180 -0.16860 -5.22780
C 0.71070 0.73750 -4.64300
C 0.74420 0.79050 -3.25320
N -0.00950 0.00580 -2.51060
C -0.81760 -0.88870 -3.04250
H -3.28130 -3.40710 -4.75450
H -2.61990 -2.76160 -3.30500
H -0.23020 -0.23020 -6.30780
H 1.33910 1.37910 -5.24270
H 1.40040 1.47900 -2.73920
H -1.35200 -1.52010 -2.34660
*
```

molar mass = 508.69 g mol⁻¹
energy = -41810.889 eV
F_max = 0.108 Eh/bohr
lowest unoccupied orbital energy (spin up / spin down) = -9.638 / -12.335 eV
HOMO-LUMO gap (spin up / spin down) = 5.5 / 3.1 eV